(1)
Here is a 3-piece molecular cluster, C10H25N4O overall from the Open Molecules 2025 dataset. Energies are from wB97M-V/def2-TZVPD.

The calculation puts the orbital gap (alpha / beta) at 6.35 / 5.22 eV. For the LUMO energy (alpha / beta), the calculation gives -2.88 / -5.81 eV. As for the expectation value of S²: 2.009.

The geometry in ORCA input format:
```
! RIJCOSX wB97M-V def2-TZVPD def2/J DEFGRID3
* xyz 1 3
C -0.95 -0.77 1.14
C -0.84 0.13 -1.21
C -2.64 0.72 0.44
C 3.35 -2.25 -0.10
C 2.25 -0.20 0.57
C -1.00 -3.43 -0.57
C 1.20 -4.31 -1.24
C -1.48 4.62 1.75
C -0.24 4.63 -0.36
C 0.86 -2.12 0.04
N -1.47 -0.10 0.12
N 2.08 -1.64 0.18
N 0.43 -3.28 -0.52
N -1.44 4.25 0.38
O -0.97 -1.13 2.27
H -0.49 1.21 -1.17
H 0.00 -0.57 -1.27
H -1.62 -0.16 -1.91
H -2.43 1.57 1.03
H -2.89 1.08 -0.62
H -3.34 0.03 0.87
H 3.98 -1.58 0.54
H 3.41 -3.33 0.02
H 3.73 -2.05 -1.21
H 2.61 -0.30 1.55
H 2.93 0.19 -0.13
H 1.28 0.09 0.69
H -1.51 -3.11 0.36
H -1.54 -2.96 -1.38
H -1.21 -4.60 -0.48
H 1.68 -4.99 -0.50
H 0.49 -4.97 -1.86
H 2.06 -4.06 -2.01
H -0.63 4.31 2.23
H -1.40 5.73 1.84
H -2.30 4.26 2.21
H -0.17 4.27 -1.30
H -0.22 5.75 -0.37
H 0.64 4.32 0.05
H -2.21 4.75 -0.08
*
```

=====

(2)
Here is C10H25NO9P2S2 as an isolated structure from the Open Molecules 2025 dataset. Energies are from wB97M-V/def2-TZVPD.

The calculation puts the orbital gap at 10.45 eV. For the LUMO energy, the calculation gives 0.56 eV.

The geometry in ORCA input format:
```
! RIJCOSX wB97M-V def2-TZVPD def2/J DEFGRID3
* xyz 0 1
C -0.96 -2.34 -1.38
O -2.37 -2.29 -1.05
P -3.10 -0.87 -1.01
O -2.16 0.26 -1.04
O -4.22 -0.91 -2.12
C -3.81 -0.97 -3.49
O -4.03 -0.95 0.27
P -3.45 -0.49 1.77
N -1.99 -1.39 1.75
O -4.40 -1.41 2.72
H -0.40 -1.67 -0.73
H -0.64 -3.36 -1.20
H -0.79 -2.09 -2.43
H -2.77 -0.64 -3.61
H -3.93 -1.98 -3.86
H -4.46 -0.29 -4.05
H -1.97 -2.22 1.17
H -1.73 -1.65 2.70
H -4.16 -2.35 2.73
C 4.93 -0.99 -0.31
C 3.64 -0.21 -0.07
C 2.54 -0.87 -0.90
S 3.00 -2.61 -1.05
O 3.28 -2.91 -2.44
O 2.08 -3.44 -0.31
C 4.56 -2.46 -0.18
H 5.71 -0.72 0.39
H 5.31 -0.80 -1.32
H 3.38 -0.24 0.99
H 3.74 0.84 -0.34
H 1.56 -0.81 -0.43
H 2.49 -0.47 -1.91
H 5.27 -3.15 -0.63
H 4.38 -2.74 0.86
C -0.97 4.35 1.05
C -1.49 3.20 1.91
C -0.63 1.97 1.60
S 0.97 2.60 1.10
O 1.21 2.26 -0.28
O 1.97 2.27 2.09
C 0.55 4.34 1.20
H -1.39 5.31 1.36
H -1.24 4.19 0.01
H -1.40 3.46 2.97
H -2.54 2.99 1.72
H -0.49 1.31 2.45
H -1.03 1.40 0.76
H 1.09 4.87 0.42
H 0.86 4.69 2.18
*
```

=====

(3)
Here is C10H26AgBrN2O3 as an isolated structure from the Open Molecules 2025 dataset. Energies are from wB97M-V/def2-TZVPD.

The calculation puts the orbital gap (alpha / beta) at 8.82 / 6.85 eV. For the LUMO energy (alpha / beta), the calculation gives -2.37 / -4.39 eV. As for the expectation value of S²: 0.753. As for the relative energy (zero: lowest compared OMol25 entry of this formula, charge and spin): 65.7 kcal per mole.

The geometry in ORCA input format:
```
! RIJCOSX wB97M-V def2-TZVPD def2/J DEFGRID3
* xyz 1 2
Ag -0.23 -0.12 0.13
Br 1.14 -1.76 0.25
C 2.18 2.63 1.69
C 1.26 1.76 0.77
C 2.06 1.06 -0.26
O 1.13 0.36 -1.10
C 1.81 -0.30 -2.10
N 0.40 0.84 1.55
H 2.96 2.00 2.13
H 1.68 3.06 2.56
H 2.65 3.46 1.15
H 0.68 2.45 0.16
H 2.86 0.45 0.16
H 2.57 1.77 -0.90
H 2.08 0.37 -2.91
H 1.09 -1.03 -2.47
H 2.70 -0.88 -1.87
H -0.13 1.48 2.12
H 1.09 0.39 2.13
C -0.16 1.34 -3.05
O -0.44 0.34 -2.08
C -1.19 -0.77 -2.63
C -1.40 -1.86 -1.58
N -1.66 -1.29 -0.24
C -1.84 -2.31 0.82
C -1.94 -1.66 2.18
O -0.82 -0.74 2.31
C -0.95 0.08 3.42
H -1.05 1.85 -3.42
H 0.56 0.98 -3.79
H 0.31 2.18 -2.54
H -0.65 -1.28 -3.43
H -2.16 -0.48 -3.03
H -0.50 -2.48 -1.54
H -2.16 -2.56 -1.93
H -2.57 -0.84 -0.29
H -0.91 -2.88 0.76
H -2.73 -2.90 0.61
H -1.98 -2.49 2.89
H -2.87 -1.09 2.17
H -1.34 -0.46 4.28
H -1.59 0.95 3.27
H 0.08 0.36 3.67
*
```

=====

(4)
Here is C10H26AlB3ClFKN3NaO12S as an isolated structure from the Open Molecules 2025 dataset. Energies are from wB97M-V/def2-TZVPD.

The calculation puts the orbital gap at 1.95 eV. For the LUMO energy, the calculation gives -6.87 eV.

The geometry in ORCA input format:
```
! RIJCOSX wB97M-V def2-TZVPD def2/J DEFGRID3
* xyz 1 1
C -1.02 -6.54 0.41
O 0.40 -6.46 0.67
C 0.79 -5.63 1.82
B 1.55 -4.30 1.39
O 0.96 -3.50 0.44
B 0.97 -2.11 0.88
C -0.34 -1.33 1.16
O 2.26 -1.71 1.34
B 2.77 -2.56 2.28
C 3.25 -2.00 3.68
C 2.22 -1.07 4.29
C 0.97 -1.64 4.93
N 2.30 0.20 4.32
O 2.77 -3.94 1.92
H -1.58 -6.36 1.33
H -1.23 -7.56 0.07
H -1.32 -5.81 -0.34
H 1.43 -6.24 2.47
H -0.10 -5.36 2.39
H -0.91 -1.81 2.00
H -0.03 -0.35 1.54
H -0.96 -1.23 0.30
H 3.47 -2.84 4.36
H 4.17 -1.41 3.54
H 0.21 -0.85 5.01
H 1.17 -1.98 5.95
H 0.52 -2.47 4.37
H 3.14 0.55 3.86
O -2.81 2.97 1.84
S -1.48 2.38 1.95
O -0.84 2.37 0.62
O -1.56 1.01 2.47
O -0.67 3.26 2.81
K -2.51 -0.95 0.09
C 0.95 4.61 -4.41
C -0.20 4.72 -3.42
C -0.47 3.46 -2.58
O -1.08 2.48 -3.38
C -0.20 1.55 -4.04
N -1.48 4.95 -4.17
H 0.70 3.96 -5.25
H 1.21 5.59 -4.81
H 1.83 4.20 -3.92
H -0.05 5.58 -2.77
H -1.18 3.71 -1.79
H 0.45 3.11 -2.10
H 0.74 1.42 -3.50
H -0.02 1.90 -5.06
H -0.72 0.58 -4.11
H -1.38 5.65 -4.91
H -2.26 5.23 -3.53
H -1.75 4.05 -4.58
Al 1.55 -5.79 -0.96
N -4.11 4.53 -2.00
O -4.12 3.97 -0.91
O -4.68 4.07 -2.98
O -3.44 5.60 -2.12
F -0.92 -0.86 -5.26
Cl 1.04 -0.55 -1.03
Na 1.65 -2.48 7.41
*
```

=====

(5)
Here is a 3-piece molecular cluster, C10H26BrN2O3 overall from the Open Molecules 2025 dataset. Energies are from wB97M-V/def2-TZVPD.

The calculation puts the orbital gap at 6.68 eV. For the LUMO energy, the calculation gives 2.66 eV. As for the relative energy (zero: lowest compared OMol25 entry of this formula, charge and spin): 0.0 kcal per mole.

The geometry in ORCA input format:
```
! RIJCOSX wB97M-V def2-TZVPD def2/J DEFGRID3
* xyz -1 1
Br -1.73 4.42 -0.17
C 0.98 1.79 2.21
C 1.74 1.84 0.88
C 2.76 0.75 0.77
O 3.80 0.98 1.69
C 4.91 0.18 1.44
N 0.80 1.78 -0.26
H 1.66 1.81 3.07
H 0.36 0.89 2.30
H 0.31 2.64 2.28
H 2.19 2.83 0.76
H 3.14 0.64 -0.26
H 2.33 -0.25 1.00
H 5.37 0.45 0.48
H 4.63 -0.88 1.41
H 5.65 0.32 2.23
H 0.35 0.87 -0.33
H 0.03 2.44 -0.08
C 0.70 -3.99 0.42
O -0.18 -3.23 -0.36
C 0.50 -2.37 -1.26
C -0.48 -1.41 -1.86
N -1.12 -0.60 -0.82
C -2.08 0.34 -1.38
C -2.94 1.05 -0.35
O -4.14 0.28 -0.09
C -5.26 0.76 -0.73
H 1.41 -3.34 0.96
H 1.23 -4.76 -0.14
H 0.10 -4.47 1.20
H 0.97 -3.01 -2.02
H 1.29 -1.82 -0.74
H -1.19 -1.91 -2.54
H 0.14 -0.72 -2.45
H -1.57 -1.27 -0.20
H -2.68 -0.11 -2.19
H -1.51 1.15 -1.87
H -3.21 2.02 -0.77
H -2.45 1.25 0.60
H -5.34 1.85 -0.75
H -6.15 0.34 -0.27
H -5.32 0.46 -1.80
*
```

=====

(6)
Here is C10H26ClI2N2P2STi as an isolated structure from the Open Molecules 2025 dataset. Energies are from wB97M-V/def2-TZVPD.

The calculation puts the orbital gap (alpha / beta) at 7.00 / 5.72 eV. For the LUMO energy (alpha / beta), the calculation gives -8.07 / -9.27 eV. As for the expectation value of S²: 0.757. As for the relative energy (zero: lowest compared OMol25 entry of this formula, charge and spin): 0.0 kcal per mole.

The geometry in ORCA input format:
```
! RIJCOSX wB97M-V def2-TZVPD def2/J DEFGRID3
* xyz 2 2
I -0.20 2.75 -0.69
I -0.33 -2.25 -0.44
Ti -0.61 0.17 -1.66
P -3.14 0.17 -1.57
C -4.17 0.21 -0.07
C -3.75 1.56 -2.57
H -4.82 1.41 -2.77
H -4.82 -1.16 -2.68
H -3.19 1.60 -3.51
H -3.19 -1.41 -3.40
H -3.99 1.16 0.46
H -3.59 2.50 -2.02
C -3.75 -1.30 -2.47
H -5.23 0.13 -0.35
H -3.60 -2.19 -1.85
H -3.88 -0.62 0.59
P 1.95 0.19 -1.60
C 2.94 0.25 -0.06
C 2.61 -1.27 -2.46
H 2.11 1.61 -3.54
H 3.71 1.36 -2.76
H 2.51 2.51 -2.06
C 2.64 1.56 -2.59
H 2.07 -1.40 -3.40
H 3.68 -1.10 -2.66
H 4.00 0.31 -0.32
H 2.75 -0.66 0.52
H 2.47 -2.16 -1.83
H 2.64 1.12 0.53
Cl -0.63 0.03 -3.89
S -1.07 0.52 1.15
C 0.16 0.06 2.27
N 0.97 0.99 2.82
C 1.68 0.72 4.07
C 2.19 -0.70 4.09
C 1.08 -1.67 3.77
N 0.30 -1.21 2.62
H 0.71 1.95 2.59
H 1.01 0.89 4.93
H 2.50 1.43 4.15
H 2.61 -0.94 5.07
H 3.00 -0.81 3.37
H 0.41 -1.78 4.63
H 1.47 -2.66 3.53
H -0.27 -1.86 2.08
*
```

=====

(7)
Here is C10H26N4OSSe4Sn as an isolated structure from the Open Molecules 2025 dataset. Energies are from wB97M-V/def2-TZVPD.

The calculation puts the orbital gap (alpha / beta) at 6.61 / 6.39 eV. For the LUMO energy (alpha / beta), the calculation gives -7.09 / -7.26 eV. As for the relative energy (zero: lowest compared OMol25 entry of this formula, charge and spin): 0.0 kcal per mole.

The geometry in ORCA input format:
```
! RIJCOSX wB97M-V def2-TZVPD def2/J DEFGRID3
* xyz 2 1
Sn -1.14 0.65 -0.66
N 0.99 0.67 -1.87
C 2.07 0.87 -0.89
C 1.76 2.11 -0.08
N 0.49 2.00 0.67
C -0.05 3.37 0.96
C -1.49 3.54 0.52
N -1.61 3.10 -0.88
C 0.73 1.27 1.94
C -0.56 1.01 2.71
N -1.49 0.25 1.86
H 1.07 -0.24 -2.32
H 1.05 1.36 -2.61
H 3.04 0.99 -1.38
H 2.13 -0.02 -0.26
H 1.67 2.95 -0.77
H 2.59 2.34 0.60
H 0.56 4.10 0.43
H 0.05 3.60 2.02
H -1.79 4.58 0.66
H -2.17 2.93 1.12
H -1.06 3.69 -1.50
H -2.56 3.15 -1.22
H 1.42 1.83 2.57
H 1.19 0.31 1.69
H -1.03 1.95 3.00
H -0.32 0.48 3.63
H -2.44 0.31 2.21
H -1.24 -0.73 1.83
Se -4.62 1.25 -2.18
Se -5.20 1.45 -4.27
Se -3.16 1.33 -5.55
Se -1.56 1.20 -4.06
O -0.02 -1.45 0.03
S 0.88 -2.61 -0.41
C -0.15 -4.05 -0.69
C 0.79 -5.23 -0.43
C 1.82 -4.83 0.66
C 1.56 -3.37 1.07
H -0.57 -4.02 -1.69
H -0.96 -3.97 0.04
H 1.30 -5.51 -1.35
H 0.20 -6.10 -0.13
H 2.83 -4.94 0.28
H 1.74 -5.46 1.54
H 2.46 -2.84 1.39
H 0.78 -3.27 1.82
*
```

=====

(8)
Here is C10H27BaF3O9 as an isolated structure from the Open Molecules 2025 dataset. Energies are from wB97M-V/def2-TZVPD.

The calculation puts the orbital gap at 2.19 eV. For the LUMO energy, the calculation gives 3.43 eV. As for the relative energy (zero: lowest compared OMol25 entry of this formula, charge and spin): 0.0 kcal per mole.

The geometry in ORCA input format:
```
! RIJCOSX wB97M-V def2-TZVPD def2/J DEFGRID3
* xyz -2 1
Ba -7.96 43.48 -5.98
O -7.11 45.74 -6.87
H -6.93 46.56 -7.32
C -4.96 43.38 -4.18
O -6.32 43.35 -3.67
O -5.01 43.35 -5.46
C -4.15 44.53 -3.53
F -3.50 44.13 -2.39
F -3.24 45.02 -4.32
F -4.92 45.59 -3.14
C -6.51 43.08 -2.31
C -7.95 43.41 -1.94
H -8.63 43.08 -2.73
H -8.23 42.84 -1.05
H -8.05 44.47 -1.71
H -5.85 43.66 -1.67
H -6.35 42.01 -2.10
H -4.35 42.46 -3.89
O -7.30 42.63 -8.52
C -6.30 41.81 -9.06
C -5.58 42.26 -10.33
O -4.90 43.39 -10.34
H -6.75 40.82 -9.35
H -5.54 41.55 -8.28
H -6.38 42.27 -11.14
H -4.97 41.33 -10.61
C -8.07 46.91 -3.78
O -8.59 46.17 -4.84
H -8.90 47.23 -3.12
H -7.41 46.31 -3.14
H -7.56 47.82 -4.12
H -7.95 46.17 -5.68
C -7.38 40.19 -5.10
O -8.57 40.97 -5.32
H -6.99 40.40 -4.10
H -7.62 39.13 -5.11
H -6.67 40.39 -5.91
H -9.26 40.39 -5.65
C -10.17 41.67 -8.34
O -9.03 41.25 -9.00
H -10.60 42.58 -8.82
H -10.97 40.92 -8.31
H -9.92 41.98 -7.31
H -8.26 41.97 -8.78
C -11.39 42.41 -4.58
O -10.48 43.51 -4.84
H -10.88 41.65 -3.98
H -12.26 42.75 -4.01
H -11.75 42.00 -5.52
H -10.84 44.24 -4.33
*
```

=====

(9)
Here is C10H27Cl2FeOP as an isolated structure from the Open Molecules 2025 dataset. Energies are from wB97M-V/def2-TZVPD.

The calculation puts the orbital gap (alpha / beta) at 4.45 / 8.01 eV. For the LUMO energy (alpha / beta), the calculation gives 3.16 / 3.12 eV. As for the expectation value of S²: 8.771. As for the relative energy (zero: lowest compared OMol25 entry of this formula, charge and spin): 0.0 kcal per mole.

The geometry in ORCA input format:
```
! RIJCOSX wB97M-V def2-TZVPD def2/J DEFGRID3
* xyz -1 6
Fe -0.96 0.46 1.65
Cl 0.14 -0.62 3.11
Cl -1.92 2.17 0.71
H 0.28 1.32 1.44
H -1.84 -0.49 0.82
P 0.18 -0.39 -0.19
C 0.12 -2.28 -0.19
C -0.29 0.08 -1.98
C 2.00 0.04 0.04
C -1.24 -2.74 0.36
H 0.89 -2.53 0.56
C 0.44 -2.94 -1.53
H -0.40 -2.86 -2.23
H 0.64 -4.00 -1.36
H 1.33 -2.51 -2.01
H -1.31 -2.52 1.43
H -1.35 -3.82 0.23
H -2.08 -2.25 -0.16
H 2.17 -0.43 1.03
C 2.26 1.56 0.19
C 2.91 -0.62 -1.00
H 2.91 -1.71 -0.87
H 3.94 -0.25 -0.87
H 2.59 -0.38 -2.03
H 1.33 2.16 0.30
H 2.82 1.97 -0.66
H 2.85 1.72 1.10
C -1.80 -0.16 -2.15
H 0.27 -0.58 -2.68
C 0.05 1.55 -2.28
H -2.04 -1.22 -2.28
H -2.15 0.37 -3.05
H -2.36 0.25 -1.29
H -0.41 2.23 -1.55
H -0.35 1.81 -3.27
H 1.14 1.72 -2.31
C -1.52 2.82 4.02
O -2.55 1.82 3.91
H -0.55 2.35 4.28
H -1.76 3.62 4.75
H -1.41 3.22 2.99
H -3.01 2.06 3.06
*
```

=====

(10)
Here is C10H27Cl2N2OPRu as an isolated structure from the Open Molecules 2025 dataset. Energies are from wB97M-V/def2-TZVPD.

The calculation puts the orbital gap (alpha / beta) at 3.92 / 7.72 eV. For the LUMO energy (alpha / beta), the calculation gives 3.13 / 2.92 eV. As for the expectation value of S²: 8.765. As for the relative energy (zero: lowest compared OMol25 entry of this formula, charge and spin): 0.0 kcal per mole.

The geometry in ORCA input format:
```
! RIJCOSX wB97M-V def2-TZVPD def2/J DEFGRID3
* xyz -1 6
Ru 0.57 1.40 0.73
Cl 2.51 0.07 1.16
Cl 1.37 2.86 2.36
H -1.07 1.53 0.67
H 0.25 1.80 -0.82
P 0.24 -0.72 -0.01
C 0.50 -0.71 -1.88
C 0.87 -2.55 0.52
C -1.60 -0.83 0.06
C 1.63 0.21 -2.33
H -0.45 -0.22 -2.16
C 0.56 -2.09 -2.56
H 1.39 -2.70 -2.16
H 0.73 -1.93 -3.64
H -0.38 -2.65 -2.47
H 1.45 1.24 -2.01
H 1.63 0.23 -3.43
H 2.61 -0.11 -1.96
H -1.88 -0.05 -0.64
C -2.18 -0.46 1.40
C -2.14 -2.20 -0.41
H -1.88 -2.47 -1.45
H -3.24 -2.16 -0.38
H -1.82 -3.02 0.25
H -1.93 0.53 1.75
H -1.90 -1.15 2.20
H -3.27 -0.48 1.30
C 2.34 -2.95 0.23
H 0.27 -3.13 -0.15
C 0.44 -2.84 1.97
H 2.73 -2.51 -0.68
H 2.44 -4.04 0.13
H 3.01 -2.70 1.07
H 0.58 -1.93 2.59
H 1.07 -3.65 2.36
H -0.61 -3.20 2.03
N 0.53 5.43 0.70
C -0.72 4.90 0.65
N -1.67 5.85 0.91
O -0.95 3.71 0.41
H 0.63 6.43 0.68
H 1.33 4.87 0.79
H -2.63 5.62 1.08
H -1.35 6.78 1.12
*
```

=====

One value per record, in order, for max |F|: 0.09760, 0.00910, 0.21981, 0.12256, 0.03225, 0.04327, 0.00440, 0.07700, 0.05598, 0.07252 hartree/bohr.